Entry 1:
Density functional theory data (ωB97M-V/def2-TZVPD) for a molecular structure, C20H37NO4SiZr at a distorted geometry.

E_tot ... -40184.7488 eV
HOMO level ... -7.6727 eV
Orbital gap ... 8.062 eV

Geometry as ORCA input:
```
! wB97M-V def2-TZVPD RIJCOSX def2/J DEFGRID3
* xyz 0 1
Zr -1.64 1.61 0.99
Si 0.58 -0.91 0.15
O 1.43 -0.77 -1.23
O -0.05 0.50 0.61
O -0.65 -2.01 0.05
O 1.53 -1.64 1.29
N -3.25 0.70 1.88
C -4.19 1.13 0.75
C -2.17 -1.73 -1.82
C -0.47 3.74 0.81
C -0.10 -3.14 -2.05
C 2.79 0.37 1.95
C 2.79 -1.15 1.83
C 3.92 -1.62 0.91
C -1.21 3.07 2.91
C -1.94 -3.89 -0.53
C -1.87 4.05 0.91
C 3.38 0.37 -2.12
C 1.27 1.68 -1.79
C 1.86 0.34 -2.19
C -5.53 0.91 0.96
C 2.89 -1.82 3.20
C -2.32 3.65 2.21
C -0.07 3.13 2.05
C -3.46 1.72 -0.40
C 1.37 -0.11 -3.56
C -1.21 -2.68 -1.11
H -3.79 2.74 -0.68
H 2.87 -2.91 3.09
H -2.45 4.58 0.17
H -6.27 1.22 0.23
H -1.23 -4.58 -0.06
H -2.96 -1.39 -1.13
H 3.73 0.66 -1.11
H -2.66 -2.26 -2.66
H 1.95 0.71 2.56
H -1.64 -0.86 -2.22
H 1.83 -1.07 -3.84
H -2.67 -3.58 0.23
H -5.83 0.43 1.90
H -3.31 3.84 2.64
H -2.47 -4.43 -1.33
H 0.28 -0.22 -3.57
H 3.77 1.12 -2.82
H -1.22 2.73 3.95
H 3.79 -1.23 -0.11
H 1.59 1.98 -0.79
H -0.55 -3.67 -2.91
H 3.80 -0.60 -2.39
H 0.48 -2.30 -2.44
H -3.70 0.18 2.63
H 0.58 -3.83 -1.54
H -3.39 1.06 -1.28
H 0.19 4.02 -0.01
H 3.72 0.69 2.45
H 0.95 2.87 2.33
H 3.95 -2.72 0.88
H 0.17 1.67 -1.84
H 4.89 -1.25 1.31
H 3.83 -1.54 3.70
H 1.64 0.63 -4.32
H 1.62 2.45 -2.49
H 2.76 0.86 0.97
H 2.05 -1.52 3.83
*
```

These are the Löwdin partial charges, in e, on atoms 1 to 5: 1.64, 0.04, -0.13, -0.40, -0.10

Entry 2:
Density functional theory data (ωB97M-V/def2-TZVPD) for 3 unconnected molecules or ions with the total composition C20H37O5 at a distorted geometry.

E_tot ... -31568.4974 eV
HOMO level ... -1.8015 eV
Orbital gap ... 4.362 eV

Geometry as ORCA input:
```
! wB97M-V def2-TZVPD RIJCOSX def2/J DEFGRID3
* xyz -1 1
O 5.31 1.96 -0.44
O -4.07 -3.29 -1.85
O -6.72 -3.32 -3.14
O 6.62 4.43 -1.35
O -0.55 1.59 0.19
C -0.63 -0.65 3.55
C 6.51 3.25 -2.13
C -0.85 -0.26 2.06
C 0.07 0.70 -0.81
C 7.52 4.29 -0.26
C 0.52 1.68 4.05
C -1.61 -1.31 1.13
C 1.20 2.76 5.04
C -2.87 -2.01 1.82
C -6.31 -4.50 -3.82
C 0.31 2.07 2.55
C 4.56 2.75 0.47
C 5.25 2.46 -1.77
C -3.57 -2.63 -3.01
C 1.11 1.42 -1.78
C -6.50 -3.39 -1.74
C -0.60 -2.52 0.70
C -0.38 1.11 1.51
C 0.05 0.29 4.60
C -5.23 -2.65 -1.33
H -0.80 0.32 -1.48
H -5.34 -4.86 -3.48
H -7.36 -2.91 -1.26
H -3.03 -1.73 -2.72
H 0.50 -0.25 -0.31
H -0.94 -2.96 -0.32
H 8.55 4.35 -0.63
H 0.51 2.86 5.97
H -0.63 -3.38 1.47
H -1.01 -1.67 3.92
H -7.06 -5.28 -3.67
H -5.28 -1.60 -1.63
H -6.25 -4.28 -4.89
H 7.35 5.11 0.44
H -2.87 -3.31 -3.51
H 4.35 3.07 -1.92
H 4.87 2.48 1.49
H -6.48 -4.44 -1.40
H 6.45 3.55 -3.17
H -1.92 -0.82 0.13
H 7.40 2.62 -2.01
H -2.48 -2.61 2.72
H 0.68 3.12 2.26
H 0.48 -2.19 0.62
H 1.07 0.79 -2.76
H -4.37 -2.38 -3.71
H -3.68 -1.25 2.08
H 2.26 2.48 5.34
H 5.17 1.60 -2.44
H 3.50 2.54 0.36
H 4.74 3.82 0.33
H 7.37 3.35 0.27
H -5.15 -2.68 -0.24
H -3.29 -2.77 1.06
H 2.18 1.29 -1.40
H 1.20 3.79 4.53
H 0.18 -0.01 5.69
*
```

These are the Löwdin partial charges, in e, on atoms 1 to 5: -0.20, -0.20, -0.20, -0.20, -0.15

Entry 3:
Density functional theory data (ωB97M-V/def2-TZVPD) for 2 unconnected molecules or ions with the total composition C20H38BrN4O2 at a distorted geometry.

E_tot ... -101446.6463 eV
HOMO level ... -2.0030 eV
Orbital gap ... 3.762 eV

Geometry as ORCA input:
```
! wB97M-V def2-TZVPD RIJCOSX def2/J DEFGRID3
* xyz -1 1
Br -2.15 0.23 5.47
O -0.30 -0.06 -3.23
O -0.06 7.29 1.20
N 2.13 -3.87 2.90
N 1.18 -1.66 3.07
N -1.27 -0.39 -0.93
N -0.27 -3.70 2.73
C -0.89 8.77 -0.38
C 1.61 4.03 -0.75
C -1.64 -0.68 1.45
C 1.00 -2.99 2.37
C -2.76 0.40 3.54
C 0.92 -4.53 -2.28
C -1.11 -2.73 -4.91
C 0.17 7.70 -0.05
C 0.00 -2.25 -0.06
C -0.45 -0.71 0.32
C -1.11 -3.24 -3.36
C -0.39 -0.64 -2.09
C 1.40 3.02 0.51
C 1.76 4.82 -1.80
C 1.21 -2.91 0.77
C 0.38 1.86 0.00
C -1.44 0.46 2.58
C 0.77 0.37 0.50
C 0.38 -3.07 -2.72
C 0.49 -1.93 -1.58
H 2.24 -2.44 0.46
H -1.03 -2.78 0.01
H -0.25 -1.98 -5.15
H -1.78 -1.73 1.96
H 2.22 -4.72 2.32
H -0.04 -4.71 2.61
H 1.31 -1.84 4.08
H 1.15 8.18 -0.27
H 1.06 -2.72 -3.60
H -0.91 -3.68 -5.56
H -1.81 0.48 -0.91
H -1.39 1.54 2.16
H -2.65 -0.43 0.92
H 0.10 6.96 -0.87
H 1.19 -5.11 -3.26
H -0.82 9.63 0.30
H -3.33 1.40 3.51
H 3.01 -3.31 2.80
H -1.91 8.37 -0.32
H 2.05 -1.27 2.64
H 1.72 0.05 -0.11
H -1.96 -2.80 -2.73
H 2.39 2.51 0.80
H -0.71 2.15 0.21
H 0.98 3.63 1.41
H -0.74 9.14 -1.40
H -0.51 0.30 3.25
H 1.67 5.22 -2.88
H 1.60 -1.63 -1.50
H 0.48 1.83 -1.17
H 1.86 -4.52 -1.62
H 1.12 0.47 1.59
H -1.30 -4.39 -3.41
H 0.06 -5.09 -1.77
H -0.38 -3.59 3.77
H -3.45 -0.48 3.26
H 1.28 -4.02 0.40
H -2.09 -2.21 -5.22
*
```

These are the Löwdin partial charges, in e, on atoms 1 to 5: 0.48, 0.02, -0.38, 0.01, 0.08

Entry 4:
Density functional theory data (ωB97M-V/def2-TZVPD) for a molecular structure, C20H39AsF6NNaO8S4 at a distorted geometry.

Energy relative to the best compared isomer or geometry (same formula, charge and spin) ... 7.84 kJ/mol
E_tot ... -164146.2076 eV
HOMO level ... -9.9929 eV
Orbital gap ... 10.000 eV

Geometry as ORCA input:
```
! wB97M-V def2-TZVPD RIJCOSX def2/J DEFGRID3
* xyz 0 1
As -2.80 2.29 -1.40
S 1.70 3.04 1.10
S 2.62 -1.64 1.89
S -2.06 -2.38 -2.59
S -2.16 -1.27 3.14
Na -0.22 -0.09 -0.07
F -3.67 3.09 -2.83
F -1.71 1.39 -2.59
F -3.77 3.28 -0.27
F -1.90 1.47 -0.07
F -1.53 3.57 -1.33
F -3.99 0.87 -1.34
O 3.02 3.37 0.54
O 1.31 -1.36 1.29
O 2.95 -2.92 2.49
O -1.53 -3.73 -2.73
O -1.81 -0.84 1.79
O 1.05 1.76 0.82
O -1.32 -1.52 -1.66
O -3.45 -0.86 3.66
N 1.64 -0.02 -1.76
C 2.20 -0.53 -5.23
C -3.90 -2.53 -2.09
C -4.08 -1.43 -4.21
C 2.59 -1.14 -3.91
C -1.95 -3.14 3.22
C -0.48 -2.04 5.04
C 2.05 -0.52 -2.70
C 4.31 0.34 2.40
C -0.84 -0.76 4.28
C 3.00 -0.18 2.97
C -2.52 -1.48 -4.20
C 0.67 -0.35 -5.41
C 4.31 0.20 0.84
C 1.57 3.42 2.93
C -0.68 -3.24 4.03
C 0.46 5.37 1.91
C 0.49 4.39 0.68
C 3.84 -1.24 0.59
C -4.72 -2.58 -3.45
C 0.46 4.47 3.15
H -2.00 -1.89 -5.06
H 3.54 -1.45 -0.43
H -0.49 3.91 0.79
H -1.13 -2.10 5.91
H -2.76 -3.64 3.75
H 0.30 -1.32 -5.77
H 0.51 4.68 -0.37
H -0.66 -4.19 4.56
H 1.28 6.08 1.93
H 2.65 -1.21 -5.96
H 4.64 -1.98 0.69
H 0.57 -2.11 5.33
H -4.09 -1.58 -1.59
H 3.71 0.93 0.30
H 2.24 0.57 2.77
H 3.08 -0.49 4.01
H 0.09 -0.29 -4.49
H -4.56 -3.50 -4.01
H 0.63 5.14 3.99
H 5.27 0.41 0.37
H -4.00 -3.32 -1.34
H 0.33 0.35 -6.17
H 2.29 -2.19 -3.92
H -4.47 -0.58 -3.66
H -0.45 3.87 3.21
H -0.45 5.98 1.96
H -4.39 -1.26 -5.25
H 0.14 -3.37 3.32
H 5.15 -0.28 2.71
H -1.94 -3.49 2.19
H 4.61 1.33 2.75
H 1.40 2.47 3.43
H -0.04 -0.59 3.56
H 2.57 0.48 -5.36
H 3.65 -0.98 -3.75
H -2.07 -0.49 -4.11
H -1.02 0.16 4.84
H -5.80 -2.44 -3.33
H 2.53 3.81 3.28
*
```

These are the Löwdin partial charges, in e, on atoms 1 to 5: 1.01, 0.76, 0.74, 0.74, 0.73

Entry 5:
Density functional theory data (ωB97M-V/def2-TZVPD) for a molecular structure, C20H39Cl3FeN3O3Si at a distorted geometry.

Energy relative to the best compared isomer or geometry (same formula, charge and spin) ... 194.95 kJ/mol
E_tot ... -111823.2654 eV
⟨S²⟩ ... 6.0121
HOMO level (spin up / spin down) ... -4.3294 / -3.6766 eV
Orbital gap (spin up / spin down) ... 6.641 / 5.988 eV

Geometry as ORCA input:
```
! wB97M-V def2-TZVPD RIJCOSX def2/J DEFGRID3
* xyz -1 5
Fe 2.77 -1.78 -0.71
Cl 2.02 -3.14 -2.18
Cl 1.60 -0.06 -0.09
Cl 4.68 -0.90 -1.02
Si -0.55 1.05 -2.37
O -1.03 1.46 -0.82
O -0.92 -2.00 1.01
O 4.82 -3.89 1.58
N 5.24 -4.17 -0.64
N -3.06 -1.17 1.01
N 2.32 -2.59 1.06
C 1.19 0.85 -3.31
C -4.44 4.20 1.56
C -2.87 4.20 -0.94
C 0.70 2.48 1.89
C -3.22 -1.25 -0.44
C -0.56 2.11 1.43
C -0.97 -0.73 -2.75
C -2.44 3.36 0.24
C 1.11 2.12 3.16
C -0.95 2.69 -3.08
C -1.36 1.27 2.21
C 0.23 1.41 4.02
C -4.25 -0.72 1.76
C -1.00 1.00 3.52
C 5.41 -3.55 0.56
C 4.48 -5.39 -0.68
C -3.11 3.51 1.40
C 6.15 -3.88 -1.73
C -1.95 -1.64 1.62
C -1.07 2.58 0.09
H 2.73 -3.52 1.23
H 5.04 -6.23 -0.23
H 3.54 -5.29 -0.12
H 0.55 1.18 5.03
H -4.38 5.30 1.48
H -2.02 -1.66 2.71
H -2.32 0.93 1.79
H -4.29 -1.27 -0.65
H -1.68 -0.59 -3.57
H -4.45 0.35 1.59
H -2.74 -2.13 -0.82
H 4.28 -5.64 -1.73
H -4.09 -0.90 2.83
H 2.12 2.35 3.46
H -0.58 2.83 -4.12
H -4.89 3.98 2.56
H -2.11 4.91 -1.29
H -1.70 0.41 4.12
H -0.50 3.47 -2.42
H 2.08 1.22 -2.78
H -5.13 -1.28 1.41
H -0.13 -1.30 -3.11
H 5.93 -4.55 -2.56
H 1.37 3.03 1.20
H 6.10 -2.68 0.51
H 6.05 -2.82 -2.04
H 1.39 -0.19 -3.59
H 1.29 -2.55 1.21
H -2.72 3.15 2.36
H 1.03 1.43 -4.24
H -3.15 3.58 -1.79
H -1.39 -1.34 -1.96
H -2.04 2.68 -3.00
H 7.19 -4.03 -1.43
H -0.39 3.34 -0.32
H 2.72 -1.94 1.76
H -3.76 4.82 -0.69
H -2.77 -0.35 -0.91
H -5.16 3.86 0.80
*
```

These are the Löwdin partial charges, in e, on atoms 1 to 5: -0.39, -0.07, 0.13, -0.01, 0.44

Entry 6:
Density functional theory data (ωB97M-V/def2-TZVPD) for a molecular structure, C20H39ClF2GaO5P2Si at a distorted geometry.

E_tot ... -128404.9319 eV
HOMO level ... -4.0463 eV
Orbital gap ... 6.522 eV

Geometry as ORCA input:
```
! wB97M-V def2-TZVPD RIJCOSX def2/J DEFGRID3
* xyz -1 1
Ga -2.44 -1.70 1.78
Cl -1.83 -5.10 0.90
P -3.44 -3.78 1.13
P -1.68 -1.98 4.03
Si 1.87 1.37 -0.62
F -1.09 -2.13 -0.67
F 0.32 -2.01 1.04
O -2.38 -0.92 5.08
O -4.23 -4.33 2.49
O 1.24 -0.45 -4.92
O -0.09 -1.75 4.23
O -2.00 -3.35 4.49
C -2.78 2.93 1.73
C -0.83 -1.44 0.52
C 3.11 0.90 0.73
C -2.63 1.67 2.59
C 4.20 -0.65 2.23
C 2.14 -0.89 -5.92
C 4.94 0.38 2.79
C 0.63 0.01 -0.96
C -0.50 -0.02 0.11
C 3.88 1.93 1.28
C 1.63 -0.71 -7.34
C -3.91 -0.31 1.55
C 0.04 -2.59 -4.66
C 4.79 1.68 2.30
C -3.94 0.85 2.54
C -0.03 -1.09 -4.90
C 2.83 1.84 -2.19
C 1.01 2.94 -0.01
C -2.27 2.11 4.03
C 3.28 -0.40 1.21
H 0.56 -2.80 -3.73
H 3.04 -0.30 -5.78
H 4.33 -1.66 2.60
H 3.76 2.94 0.92
H -3.23 3.73 2.30
H 0.19 0.14 -1.95
H -1.37 0.48 -0.28
H -2.13 3.18 4.11
H 0.57 -3.10 -5.47
H -1.83 3.30 1.34
H -1.34 1.63 4.35
H 5.37 2.49 2.72
H 0.73 -1.30 -7.53
H 1.62 3.80 -0.33
H -3.88 0.05 0.52
H -0.59 -0.86 -5.81
H -3.25 -1.29 5.28
H 2.39 -1.02 -8.06
H -3.02 1.79 4.75
H 1.39 0.34 -7.53
H 3.84 2.10 -1.90
H 0.02 3.07 -0.43
H -1.80 1.05 2.24
H -0.58 -0.63 -4.07
H 2.69 -1.21 0.81
H -0.96 -3.01 -4.61
H 0.12 -0.81 4.29
H 0.98 2.99 1.08
H -0.13 0.51 0.98
H -4.22 0.55 3.54
H -4.51 -3.58 3.02
H 1.17 -0.94 -0.99
H -4.72 1.55 2.20
H 2.83 0.98 -2.86
H 5.63 0.18 3.59
H 2.42 -1.94 -5.75
H 2.34 2.68 -2.67
H -4.85 -0.85 1.65
H -3.43 2.76 0.87
*
```

These are the Löwdin partial charges, in e, on atoms 1 to 5: 0.33, 0.06, 0.36, 0.40, 0.60